Formula: C6H8N2O
Source: the Open Molecules 2025 dataset
Level of theory: ωB97M-V/def2-TZVPD

Element x y z (Å)
1 C -1.0437 -2.3545 1.1099
2 C -0.6891 -1.1537 0.2663
3 C 0.2891 -0.2044 0.6584
4 C 0.5436 0.9200 -0.0337
5 C 1.4409 2.0730 0.3274
6 C 0.1036 1.0086 -1.3040
7 O 0.1960 1.8106 -2.2373
8 N -0.8244 -0.1095 -1.6925
9 N -1.0904 -1.1921 -0.9659
10 H -0.6194 -2.0956 1.9568
11 H -0.5783 -3.3460 0.4751
12 H -2.1931 -2.3824 1.1627
13 H 0.5775 -0.2142 1.8927
14 H 0.6765 3.0815 0.3294
15 H 2.2654 2.3683 -0.5307
16 H 2.0920 1.8786 1.1177
17 H -1.1461 -0.0882 -2.5323

Atoms 1-6, force components in eV/Å:
-2.13 -2.11 -6.31
1.07 -1.43 -0.87
-0.75 0.60 5.21
3.14 0.85 2.13
-0.72 3.25 -3.34
-4.78 -1.55 -7.00

Values from the calculation:
Max |F|: 9.41 eV/A
Kohn-Sham gap: 8.6 eV
SMILES: Cc1cc(C)c(=O)[nH]n1
Total charge: 0
DFT total energy: -418.05679 hartree
HOMO energy: -8.7 eV